# C3H6N

A structure of composition C3H6N (the ωB97M-V functional and the def2-TZVPD basis, the OMol25 dataset).

Output
Energy above the lowest of the compared OMol25 structures with the same formula, charge and spin in kJ/mol: 297.74
Gap between HOMO and LUMO in eV: 12.83
Lowest unoccupied orbital energy in eV: -3.660

Structure (ORCA input):
```
! wB97M-V def2-TZVPD RIJCOSX def2/J DEFGRID3
* xyz 1 1
C 0.41 0.78 0.69
C 0.62 0.02 -0.57
C -0.68 0.40 -0.16
N -0.24 -1.07 -0.09
H 0.82 0.23 1.53
H 0.59 1.81 0.48
H 1.25 -0.04 -1.35
H -1.67 0.72 -1.05
H -0.66 -1.81 -0.62
H -0.02 -1.37 0.79
*
```


# C20H23IN7O2Pt

A structure of composition C20H23IN7O2Pt (the ωB97M-V functional and the def2-TZVPD basis, the OMol25 dataset).

Output
Gap between HOMO and LUMO in eV: 5.84
Lowest unoccupied orbital energy in eV: -4.967

Structure (ORCA input):
```
! wB97M-V def2-TZVPD RIJCOSX def2/J DEFGRID3
* xyz 1 1
Pt -0.16 -0.06 -0.24
N 2.02 0.17 0.01
C 2.48 1.52 -0.29
C 1.67 2.52 0.55
N 0.25 2.35 0.24
H 2.24 -0.08 0.98
H 2.46 -0.52 -0.59
H 2.32 1.71 -1.36
H 3.55 1.66 -0.08
H 2.02 3.54 0.35
H 1.83 2.29 1.60
H 0.02 2.87 -0.60
H -0.32 2.72 1.00
C -1.73 1.55 -2.74
C -2.58 0.60 -1.98
N -2.15 -0.20 -1.03
C -3.21 -0.97 -0.64
C -4.30 -0.61 -1.36
N -3.90 0.39 -2.20
C -4.73 1.03 -3.19
N -4.34 0.62 -4.51
N -4.49 -0.67 -4.91
N -4.09 -0.81 -6.09
C -3.65 0.39 -6.57
C -3.13 0.76 -7.81
C -2.78 2.08 -7.98
C -2.92 3.01 -6.94
C -3.43 2.67 -5.71
C -3.80 1.34 -5.54
H -0.70 1.45 -2.39
H -2.06 2.58 -2.62
H -1.74 1.32 -3.81
H -3.12 -1.73 0.10
H -5.30 -0.97 -1.33
H -4.62 2.12 -3.12
H -5.77 0.74 -3.01
H -3.03 0.03 -8.60
H -2.39 2.41 -8.92
H -2.63 4.03 -7.12
H -3.53 3.40 -4.91
I -5.30 -0.64 4.75
C -3.69 -1.44 3.65
C -3.59 -2.81 3.43
C -2.58 -3.30 2.63
C -1.68 -2.42 2.04
C -1.75 -1.06 2.29
C -2.77 -0.57 3.09
C -0.64 -2.99 1.02
O -0.74 -4.17 0.77
O 0.19 -2.15 0.59
H -4.30 -3.49 3.87
H -2.50 -4.36 2.44
H -1.04 -0.37 1.84
H -2.85 0.49 3.26
*
```


# C9H14

A cluster of 2 separate species, C9H14 in total (the ωB97M-V functional and the def2-TZVPD basis, the OMol25 dataset).

Output
Energy above the lowest of the compared OMol25 structures with the same formula, charge and spin in kJ/mol: 18.98
SMILES string: Cc1ccccc1.CC
Gap between HOMO and LUMO in eV: 10.02
Lowest unoccupied orbital energy in eV: 1.006

Structure (ORCA input):
```
! wB97M-V def2-TZVPD RIJCOSX def2/J DEFGRID3
* xyz 0 1
C 1.99 -2.28 -0.45
C 0.76 -1.70 0.20
C 0.29 -0.46 -0.27
C -0.85 0.12 0.24
C -1.50 -0.48 1.32
C -1.03 -1.68 1.83
C 0.04 -2.31 1.20
H 2.82 -1.60 -0.24
H 1.92 -2.32 -1.54
H 2.22 -3.26 -0.05
H 0.85 0.06 -1.05
H -1.13 1.05 -0.24
H -2.37 0.00 1.74
H -1.50 -2.09 2.71
H 0.41 -3.27 1.56
C 0.33 3.81 -0.90
C -0.39 3.45 -2.20
H -0.40 3.85 -0.09
H 1.12 3.10 -0.66
H 0.76 4.82 -0.98
H -0.78 2.44 -2.18
H -1.20 4.16 -2.36
H 0.30 3.47 -3.06
*
```